The following is a DFT calculation (wB97M-V/def2-TZVPD) of a 9-piece molecular cluster, C54H125N9O2 overall.

Max |F| = 3.7 eV/Å
Structure (SMILES) = O=[N+]([O-])c1ccccc1.CCN(CC)CC.CCN(CC)CC.CCN(CC)CC.CCN(CC)CC.CCN(CC)CC.CCN(CC)CC.CCN(CC)CC.CCN(CC)CC
Gap between HOMO and LUMO = 7.6 eV
Charge = 0
Relative energy (zero: lowest compared OMol25 entry of this formula, charge and spin) = 242.1 kJ/mol
Spin multiplicity = 1

Each atom is followed by the atoms it is bonded to, with distances in Å.
CARTESIAN COORDINATES (ANGSTROEM)
1 C -21.923 -9.601 20.021  C2 1.378, C6 1.396, H10 1.107
2 C -20.602 -9.488 19.646  C1 1.378, C3 1.427, H11 1.080
3 C -20.226 -8.426 18.770  C2 1.427, C4 1.361, H12 1.089
4 C -21.191 -7.545 18.390  C3 1.361, C5 1.435, N7 1.502
5 C -22.583 -7.657 18.724  C4 1.435, C6 1.357, H13 1.052
6 C -22.875 -8.702 19.537  C1 1.396, C5 1.357, H14 1.095
7 N -20.809 -6.476 17.406  C4 1.502, O8 1.236, O9 1.192
8 O -21.680 -5.629 17.180  N7 1.236
9 O -19.683 -6.505 17.013  N7 1.192
10 H -22.278 -10.402 20.698  C1 1.107
11 H -19.843 -10.183 19.976  C2 1.080
12 H -19.221 -8.287 18.375  C3 1.089
13 H -23.389 -7.106 18.334  C5 1.052
14 H -23.916 -8.744 19.876  C6 1.095
15 C -16.193 -7.477 15.084  C16 1.530, H22 1.104, H23 1.043, H24 1.141
16 C -15.723 -6.745 16.343  C15 1.530, N17 1.509, H25 1.065, H26 1.093
17 N -15.482 -7.726 17.463  C16 1.509, C18 1.448, C20 1.498
18 C -14.083 -7.999 17.717  N17 1.448, C19 1.511, H27 1.078, H28 1.114
19 C -13.904 -9.130 18.702  C18 1.511, H29 1.104, H30 1.149, H31 1.071
20 C -16.180 -7.254 18.701  N17 1.498, C21 1.516, H32 1.143, H33 1.118
21 C -15.596 -5.989 19.299  C20 1.516, H34 1.107, H35 1.113, H36 1.058
22 H -17.281 -7.635 15.189  C15 1.104
23 H -15.700 -8.395 15.045  C15 1.043
24 H -16.030 -6.863 14.136  C15 1.141
25 H -14.819 -6.265 16.048  C16 1.065
26 H -16.470 -5.996 16.620  C16 1.093
27 H -13.633 -8.164 16.751  C18 1.078
28 H -13.577 -7.092 18.121  C18 1.114
29 H -12.848 -9.448 18.749  C19 1.104
30 H -14.169 -8.846 19.783  C19 1.149
31 H -14.531 -9.945 18.400  C19 1.071
32 H -16.154 -8.116 19.451  C20 1.143
33 H -17.224 -7.066 18.346  C20 1.118
34 H -15.110 -5.324 18.559  C21 1.107
35 H -14.795 -6.215 20.038  C21 1.113
36 H -16.361 -5.384 19.707  C21 1.058
37 C -25.340 -10.702 15.901  C38 1.538, H44 1.108, H45 1.101, H46 1.078
38 C -26.408 -9.629 16.171  C37 1.538, N39 1.474, H47 1.101, H48 1.084
39 N -27.506 -10.093 17.037  C38 1.474, C40 1.460, C42 1.457
40 C -28.230 -8.924 17.529  N39 1.460, C41 1.544, H49 1.142, H50 1.115
41 C -27.481 -8.326 18.739  C40 1.544, H51 1.123, H52 1.121, H53 1.061
42 C -28.325 -11.033 16.283  N39 1.457, C43 1.527, H54 1.078, H55 1.108
43 C -29.671 -11.448 16.873  C42 1.527, H56 1.083, H57 1.083, H58 1.070
44 H -24.592 -10.305 15.186  C37 1.108
45 H -25.893 -11.597 15.580  C37 1.101
46 H -24.709 -10.861 16.760  C37 1.078
47 H -25.984 -8.692 16.564  C38 1.101
48 H -26.861 -9.379 15.219  C38 1.084
49 H -28.436 -8.116 16.749  C40 1.142
50 H -29.223 -9.205 17.949  C40 1.115
51 H -26.656 -7.623 18.446  C41 1.123
52 H -28.155 -7.804 19.466  C41 1.121
53 H -27.127 -9.086 19.391  C41 1.061
54 H -27.744 -11.935 16.180  C42 1.078
55 H -28.479 -10.722 15.231  C42 1.108
56 H -30.130 -12.224 16.272  C43 1.083
57 H -30.376 -10.670 17.138  C43 1.083
58 H -29.615 -11.829 17.871  C43 1.070
59 C -18.673 -2.430 16.427  C60 1.492, H66 1.047, H67 1.131, H68 1.173
60 C -19.455 -1.181 16.194  C59 1.492, N61 1.440, H69 1.121, H70 1.066
61 N -20.679 -1.354 15.455  C60 1.440, C62 1.478, C64 1.420
62 C -21.581 -2.083 16.372  N61 1.478, C63 1.495, H71 1.121, H72 1.094
63 C -22.938 -2.441 15.856  C62 1.495, H73 1.139, H74 1.074, H75 1.139
64 C -21.196 -0.101 15.030  N61 1.420, C65 1.499, H76 1.063, H77 1.059
65 C -20.425 0.373 13.834  C64 1.499, H78 1.090, H79 1.079, H80 1.127
66 H -19.033 -3.209 17.025  C59 1.047
67 H -17.696 -2.037 16.840  C59 1.131
68 H -18.567 -3.045 15.434  C59 1.173
69 H -19.686 -0.606 17.128  C60 1.121
70 H -18.798 -0.597 15.590  C60 1.066
71 H -21.693 -1.454 17.294  C62 1.121
72 H -21.106 -2.994 16.748  C62 1.094
73 H -22.867 -2.846 14.794  C63 1.139
74 H -23.547 -1.557 15.832  C63 1.074
75 H -23.530 -3.155 16.518  C63 1.139
76 H -22.197 -0.225 14.693  C64 1.063
77 H -21.236 0.672 15.753  C64 1.059
78 H -20.333 -0.494 13.180  C65 1.090
79 H -20.917 1.155 13.277  C65 1.079
80 H -19.403 0.791 14.058  C65 1.127
81 C -18.655 -6.175 21.235  C82 1.503, H88 1.138, H89 1.135, H90 1.079
82 C -20.117 -5.861 21.387  C81 1.503, N83 1.426, H91 1.112, H92 1.076
83 N -20.606 -5.073 20.304  C82 1.426, C84 1.471, C86 1.467
84 C -19.800 -3.920 19.875  N83 1.471, C85 1.517, H93 1.057, H94 1.121
85 C -19.686 -2.757 20.842  C84 1.517, H95 1.100, H96 1.080, H97 1.045
86 C -22.022 -4.777 20.548  N83 1.467, C87 1.497, H98 1.099, H99 1.099
87 C -22.668 -3.783 19.633  C86 1.497, H100 1.080, H101 1.120, H102 1.127
88 H -18.266 -6.838 22.074  C81 1.138
89 H -17.990 -5.256 21.225  C81 1.135
90 H -18.447 -6.633 20.280  C81 1.079
91 H -20.681 -6.819 21.334  C82 1.112
92 H -20.290 -5.357 22.321  C82 1.076
93 H -18.829 -4.299 19.704  C84 1.057
94 H -20.184 -3.599 18.872  C84 1.121
95 H -20.673 -2.328 21.071  C85 1.100
96 H -19.246 -3.074 21.776  C85 1.080
97 H -19.061 -2.049 20.396  C85 1.045
98 H -22.117 -4.343 21.554  C86 1.099
99 H -22.502 -5.765 20.574  C86 1.099
100 H -23.696 -3.508 19.816  C87 1.080
101 H -22.643 -4.067 18.550  C87 1.120
102 H -22.193 -2.769 19.764  C87 1.127
103 C -27.102 -4.797 13.255  C104 1.499, H110 1.039, H111 1.065, H112 1.088
104 C -27.170 -6.290 13.381  C103 1.499, N105 1.467, H113 1.149, H114 1.081
105 N -25.973 -6.925 12.820  C104 1.467, C106 1.460, C108 1.477
106 C -25.991 -8.385 12.784  N105 1.460, C107 1.618, H115 1.144, H116 1.170
107 C -25.544 -9.005 11.358  C106 1.618, H117 1.117, H118 1.128, H119 1.072
108 C -24.664 -6.383 13.234  N105 1.477, C109 1.516, H120 1.102, H121 1.084
109 C -24.346 -6.117 14.693  C108 1.516, H122 1.126, H123 1.116, H124 1.068
110 H -26.281 -4.361 13.719  C103 1.039
111 H -27.975 -4.417 13.734  C103 1.065
112 H -27.023 -4.539 12.202  C103 1.088
113 H -27.160 -6.511 14.509  C104 1.149
114 H -28.034 -6.772 12.944  C104 1.081
115 H -25.235 -8.792 13.540  C106 1.144
116 H -27.085 -8.703 13.050  C106 1.170
117 H -25.321 -10.099 11.339  C107 1.117
118 H -26.342 -8.808 10.585  C107 1.128
119 H -24.644 -8.518 11.040  C107 1.072
120 H -24.422 -5.388 12.829  C108 1.102
121 H -23.913 -7.024 12.786  C108 1.084
122 H -23.267 -5.798 14.728  C109 1.126
123 H -24.527 -6.969 15.391  C109 1.116
124 H -24.920 -5.332 15.133  C109 1.068
125 C -21.581 -9.006 14.233  C126 1.562, H132 1.070, H133 1.111, H134 1.080
126 C -21.925 -10.284 13.406  C125 1.562, N127 1.457, H135 1.112, H136 1.194
127 N -21.776 -11.532 14.144  C126 1.457, C128 1.422, C130 1.493
128 C -20.417 -11.863 14.405  N127 1.422, C129 1.533, H137 1.140, H138 1.116
129 C -20.134 -12.882 15.515  C128 1.533, H139 1.103, H140 1.085, H141 1.161
130 C -22.476 -12.636 13.423  N127 1.493, C131 1.496, H142 1.115, H143 1.131
131 C -23.893 -12.724 13.895  C130 1.496, H144 1.085, H145 1.055, H146 1.098
132 H -22.347 -8.800 14.951  C125 1.070
133 H -21.665 -8.209 13.463  C125 1.111
134 H -20.596 -8.950 14.674  C125 1.080
135 H -22.992 -10.218 13.102  C126 1.112
136 H -21.314 -10.199 12.384  C126 1.194
137 H -20.001 -12.325 13.450  C128 1.140
138 H -19.764 -11.001 14.682  C128 1.116
139 H -20.153 -12.564 16.571  C129 1.103
140 H -20.961 -13.584 15.502  C129 1.085
141 H -19.138 -13.459 15.366  C129 1.161
142 H -22.055 -13.641 13.663  C130 1.115
143 H -22.367 -12.429 12.317  C130 1.131
144 H -24.346 -13.687 13.678  C131 1.085
145 H -24.483 -11.993 13.414  C131 1.055
146 H -23.993 -12.558 14.976  C131 1.098
147 C -18.709 -11.472 22.824  C148 1.493, H154 1.107, H155 1.078, H156 1.091
148 C -18.602 -12.696 21.975  C147 1.493, N149 1.444, H157 1.119, H158 1.104
149 N -18.794 -12.383 20.579  C148 1.444, C150 1.465, C152 1.483
150 C -17.472 -11.955 20.114  N149 1.465, C151 1.538, H159 1.145, H160 1.045
151 C -17.464 -11.272 18.736  C150 1.538, H161 1.100, H162 1.114, H163 1.072
152 C -19.353 -13.527 19.820  N149 1.483, C153 1.500, H164 1.123, H165 1.045
153 C -20.842 -13.436 19.662  C152 1.500, H166 1.061, H167 1.048, H168 1.115
154 H -18.720 -11.751 23.895  C147 1.107
155 H -19.669 -11.033 22.605  C147 1.078
156 H -17.908 -10.736 22.732  C147 1.091
157 H -17.627 -13.229 22.109  C148 1.119
158 H -19.289 -13.492 22.313  C148 1.104
159 H -16.743 -12.826 19.968  C150 1.145
160 H -17.042 -11.343 20.843  C150 1.045
161 H -17.974 -10.311 18.893  C151 1.100
162 H -17.960 -11.890 17.953  C151 1.114
163 H -16.495 -11.054 18.333  C151 1.072
164 H -18.920 -13.633 18.789  C152 1.123
165 H -19.173 -14.435 20.306  C152 1.045
166 H -21.201 -12.497 19.321  C153 1.061
167 H -21.253 -14.166 19.032  C153 1.048
168 H -21.395 -13.524 20.626  C153 1.115
169 C -21.295 -5.062 8.839  C170 1.543, H176 1.068, H177 1.077, H178 1.097
170 C -21.024 -4.047 9.968  C169 1.543, N171 1.447, H179 1.112, H180 1.124
171 N -21.891 -4.323 11.093  C170 1.447, C172 1.425, C174 1.424
172 C -21.180 -4.982 12.137  N171 1.425, C173 1.564, H181 1.066, H182 1.100
173 C -20.088 -4.090 12.815  C172 1.564, H183 1.091, H184 1.044, H185 1.120
174 C -22.827 -3.335 11.511  N171 1.424, C175 1.570, H186 1.096, H187 1.108
175 C -24.066 -3.338 10.548  C174 1.570, H188 1.091, H189 1.096, H190 1.159
176 H -21.119 -6.032 9.251  C169 1.068
177 H -20.666 -4.995 7.967  C169 1.077
178 H -22.356 -5.072 8.560  C169 1.097
179 H -19.948 -4.085 10.245  C170 1.112
180 H -21.117 -2.956 9.715  C170 1.124
181 H -21.854 -5.296 12.900  C172 1.066
182 H -20.556 -5.795 11.738  C172 1.100
183 H -19.191 -4.045 12.195  C173 1.091
184 H -20.294 -3.071 12.908  C173 1.044
185 H -19.779 -4.527 13.798  C173 1.120
186 H -22.382 -2.334 11.496  C174 1.096
187 H -23.200 -3.435 12.549  C174 1.108
188 H -24.663 -4.246 10.646  C175 1.091
189 H -23.669 -3.147 9.544  C175 1.096
190 H -24.791 -2.472 10.807  C175 1.159